Density functional theory data (ωB97M-V with the def2-TZVPD basis set) for a structure of composition C27H26N4NiO4S2.

For the energy relative to the best compared isomer or geometry (same formula, charge and spin), the calculation gives 0.0 kcal/mol. The calculation puts the HOMO-LUMO gap (spin up / spin down) at 8.07 / 7.84 eV. As for the largest force on an atom: 0.0097 Eh/bohr. As for the spin multiplicity: 3. The value obtained for the lowest unoccupied orbital energy (spin up / spin down) is 0.0043 / -0.0034 Ha.

Last column: Löwdin spin population.
Positions of all 64 atoms, in Å:
1 Ni 0.716 0.611 0.789  1.734
2 C 2.579 -0.398 3.024  0.003
3 C 1.301 -1.079 3.517  0.000
4 C 0.697 -0.307 4.683  0.000
5 C 0.323 -1.365 2.381  0.008
6 C -1.037 -1.042 2.453  0.009
7 C -1.926 -1.418 1.460  0.000
8 C -1.498 -2.131 0.345  0.002
9 C -2.463 -2.482 -0.750  0.000
10 C -0.153 -2.478 0.272  -0.002
11 C 0.740 -2.108 1.268  0.009
12 H 3.233 -0.176 3.869  0.000
13 H 2.381 0.569 2.543  0.001
14 H 3.143 -1.015 2.324  0.000
15 H 1.591 -2.069 3.892  0.000
16 H 0.392 0.696 4.381  0.000
17 H 1.441 -0.205 5.474  0.000
18 H -0.165 -0.822 5.110  0.000
19 H -1.399 -0.454 3.286  0.000
20 H -2.962 -1.112 1.528  0.000
21 H -3.099 -3.320 -0.457  0.000
22 H -1.939 -2.763 -1.663  0.000
23 H -3.106 -1.631 -0.972  0.000
24 H 0.205 -3.034 -0.587  0.000
25 H 1.783 -2.388 1.179  0.000
26 O 0.211 2.082 2.318  0.047
27 C -0.836 2.255 1.660  0.004
28 N -1.065 1.446 0.613  0.047
29 C -2.344 1.658 0.120  0.008
30 O -2.901 1.025 -0.743  -0.001
31 C -2.915 2.813 0.915  0.003
32 C -4.124 3.463 0.814  0.001
33 C -4.361 4.511 1.703  0.000
34 C -3.414 4.879 2.654  0.000
35 C -2.194 4.212 2.752  0.000
36 C -1.974 3.183 1.865  0.001
37 H -4.850 3.172 0.067  0.000
38 H -5.296 5.053 1.652  0.000
39 H -3.632 5.700 3.325  0.000
40 H -1.450 4.498 3.482  0.000
41 N 6.271 4.697 3.618  0.000
42 C 5.259 4.449 2.706  0.000
43 C 3.936 4.314 3.137  0.000
44 C 2.917 4.115 2.227  0.000
45 C 3.206 4.048 0.868  0.001
46 C 4.517 4.183 0.427  0.000
47 C 5.536 4.384 1.339  0.000
48 S 1.925 3.723 -0.284  0.006
49 O 2.434 4.056 -1.590  0.010
50 O 0.724 4.325 0.224  0.000
51 N 1.702 2.135 -0.219  0.058
52 C 2.322 1.252 -1.004  0.012
53 S 3.326 1.398 -2.393  0.000
54 C 3.396 -0.341 -2.481  0.005
55 C 2.670 -0.905 -1.498  0.003
56 N 2.066 -0.005 -0.649  0.028
57 H 6.089 4.450 4.575  0.000
58 H 7.210 4.497 3.318  0.000
59 H 3.711 4.376 4.195  0.000
60 H 1.896 4.000 2.562  0.000
61 H 4.730 4.146 -0.632  0.000
62 H 6.555 4.506 0.993  0.000
63 H 3.963 -0.836 -3.250  0.001
64 H 2.545 -1.964 -1.332  0.000

Density functional theory data (ωB97M-V with the def2-TZVPD basis set) for a structure of composition C27H27As3N3O8RuS7.

As for the charge: -2. For the energy relative to the best compared isomer or geometry (same formula, charge and spin), the calculation gives 0.0 kcal/mol. The calculation puts the HOMO-LUMO gap (spin up / spin down) at 5.72 / 5.16 eV. As for the largest force on an atom: 0.0128 Eh/bohr. As for the spin multiplicity: 6. The value obtained for the lowest unoccupied orbital energy (spin up / spin down) is 0.1288 / 0.0919 Ha.

Last column: Löwdin spin population.
Positions of all 76 atoms, in Å:
1 Ru 2.656 2.389 0.019  2.453
2 S 6.001 4.608 2.312  0.042
3 As 5.052 2.766 2.266  0.029
4 S 2.792 3.038 2.212  0.284
5 S 4.878 2.019 0.130  0.310
6 S 5.549 1.192 3.540  0.039
7 S 2.491 4.752 -3.971  0.075
8 C 2.696 4.044 -2.490  0.025
9 S 2.700 2.291 -2.305  0.215
10 S 2.865 4.825 -0.985  0.285
11 C 1.907 0.085 4.363  0.005
12 O 1.830 -0.274 2.991  0.025
13 C 0.585 -0.505 2.493  0.068
14 O -0.398 -0.529 3.227  0.081
15 C 0.580 -0.622 1.064  0.263
16 C -0.532 -1.166 0.373  0.259
17 As -0.713 -3.095 0.443  0.031
18 C 0.235 -3.438 2.141  0.003
19 C 0.900 -3.190 -0.805  0.035
20 C 1.858 -2.265 -0.949  0.046
21 As 2.174 -0.510 -0.023  0.126
22 C 3.663 -1.227 1.031  0.028
23 C 2.951 -2.493 -1.936  0.006
24 O 3.408 -1.656 -2.672  0.007
25 O 3.439 -3.757 -1.882  0.001
26 C 4.412 -4.057 -2.880  0.000
27 C 0.850 -4.336 -1.773  0.010
28 O 0.570 -4.208 -2.934  0.007
29 O 1.066 -5.591 -1.304  0.002
30 C 1.581 -5.775 0.009  0.001
31 C -0.926 -0.778 -0.957  0.066
32 O -1.699 -1.402 -1.674  0.089
33 O -0.367 0.384 -1.401  0.017
34 C -0.607 0.656 -2.776  0.004
35 H 2.951 0.336 4.538  0.001
36 H 1.585 -0.741 4.999  0.001
37 H 1.277 0.951 4.570  0.002
38 H -0.348 -2.963 2.929  0.000
39 H 1.242 -3.025 2.150  0.002
40 H 0.273 -4.510 2.327  0.000
41 H 3.375 -2.131 1.565  0.001
42 H 4.011 -0.472 1.733  0.002
43 H 4.463 -1.445 0.320  0.004
44 H 4.694 -5.094 -2.717  0.000
45 H 5.278 -3.403 -2.782  0.000
46 H 3.984 -3.932 -3.874  0.000
47 H 2.183 -6.681 -0.021  0.000
48 H 0.764 -5.908 0.717  0.000
49 H 2.204 -4.937 0.318  0.000
50 H -0.015 1.535 -3.017  0.004
51 H -1.669 0.838 -2.955  0.001
52 H -0.289 -0.184 -3.393  0.001
53 N -4.449 2.484 -1.097  0.000
54 C -5.789 2.342 -0.824  0.000
55 C -6.906 2.176 -1.634  0.000
56 C -8.128 2.072 -0.995  0.000
57 C -8.230 2.131 0.403  0.000
58 C -7.113 2.290 1.201  0.000
59 C -5.871 2.393 0.577  0.000
60 N -4.612 2.542 1.128  0.000
61 C -3.799 2.586 0.109  0.000
62 C -2.340 2.714 0.171  0.002
63 C -1.636 2.234 1.262  0.003
64 C -0.254 2.293 1.234  0.009
65 N 0.433 2.777 0.196  0.020
66 C -0.248 3.301 -0.825  0.003
67 C -1.626 3.293 -0.873  0.002
68 H -3.997 2.371 -1.988  0.000
69 H -6.828 2.126 -2.712  0.000
70 H -9.025 1.938 -1.586  0.000
71 H -9.206 2.042 0.862  0.000
72 H -7.183 2.328 2.280  0.000
73 H -2.141 1.770 2.097  0.001
74 H 0.324 1.924 2.068  0.003
75 H 0.333 3.723 -1.634  0.000
76 H -2.120 3.738 -1.728  0.000

Density functional theory data (ωB97M-V with the def2-TZVPD basis set) for a structure of composition C27H27AsN2O4PtSe in a non-equilibrium geometry.

As for the charge: -2. For the energy relative to the best compared isomer or geometry (same formula, charge and spin), the calculation gives 44.4 kcal/mol. The calculation puts the HOMO-LUMO gap (spin up / spin down) at 5.70 / 5.68 eV. As for the largest force on an atom: 0.0945 Eh/bohr. The value obtained for the lowest unoccupied orbital energy (spin up / spin down) is 0.1477 / 0.1477 Ha.

Last column: Löwdin charge in e.
Positions of all 63 atoms, in Å:
1 Pt 0.115 0.629 0.329  0.818
2 O 4.343 0.193 0.735  0.007
3 C 3.138 0.320 0.861  -0.636
4 O 2.269 0.667 0.046  -0.191
5 C 2.502 -0.067 2.357  -0.664
6 O 3.307 -0.115 3.270  -0.007
7 O 1.289 -0.284 2.304  -0.115
8 C -5.372 -4.043 4.235  -0.065
9 C -4.860 -2.802 3.557  -0.287
10 C -3.526 -2.438 3.620  -0.023
11 C -3.049 -1.292 2.999  -0.279
12 C -1.590 -0.993 3.131  -0.111
13 C -3.915 -0.451 2.272  -0.246
14 As -2.893 1.148 1.530  1.306
15 N -1.931 0.282 0.248  -0.444
16 C -2.389 -0.581 -0.682  -0.409
17 C -1.484 -1.264 -1.528  -0.054
18 C -1.927 -2.119 -2.508  -0.121
19 C -3.285 -2.345 -2.702  -0.145
20 C -4.190 -1.685 -1.885  -0.117
21 C -3.758 -0.823 -0.904  -0.077
22 C -4.308 2.324 0.690  -0.286
23 C -4.347 2.725 -0.648  -0.258
24 C -3.337 2.276 -1.654  -0.057
25 C -5.350 3.588 -1.083  -0.020
26 C -6.285 4.124 -0.220  -0.285
27 C -7.380 5.025 -0.720  -0.066
28 C -6.166 3.822 1.130  -0.037
29 C -5.187 2.954 1.590  -0.325
30 C -5.092 2.698 3.067  -0.079
31 C -5.258 -0.831 2.193  -0.287
32 C -6.332 -0.098 1.433  -0.069
33 C -5.707 -1.982 2.837  -0.042
34 H -4.570 -4.553 4.766  0.067
35 H -5.795 -4.734 3.504  0.073
36 H -6.161 -3.796 4.948  0.071
37 H -2.835 -3.068 4.165  0.107
38 H -1.100 -1.713 3.783  0.080
39 H -1.415 0.015 3.520  0.063
40 H -1.088 -1.022 2.160  0.038
41 H -0.414 -1.081 -1.388  0.086
42 H -1.209 -2.634 -3.136  0.093
43 H -3.632 -3.017 -3.478  0.078
44 H -5.256 -1.844 -2.017  0.093
45 H -4.476 -0.289 -0.299  0.066
46 H -2.380 2.085 -1.174  0.028
47 H -3.185 3.049 -2.405  0.076
48 H -3.656 1.360 -2.154  0.079
49 H -5.385 3.849 -2.133  0.111
50 H -7.268 5.208 -1.788  0.066
51 H -7.360 5.982 -0.201  0.072
52 H -8.361 4.576 -0.553  0.072
53 H -6.856 4.271 1.835  0.107
54 H -5.841 3.278 3.604  0.071
55 H -4.097 2.976 3.422  0.071
56 H -5.232 1.641 3.292  0.059
57 H -5.984 0.819 0.974  0.040
58 H -7.157 0.149 2.104  0.084
59 H -6.723 -0.746 0.648  0.082
60 H -6.757 -2.242 2.755  0.112
61 Se 0.020 3.309 0.518  0.564
62 C -0.239 3.918 -1.134  -0.937
63 N -0.408 4.398 -2.175  0.001

Density functional theory data (ωB97M-V with the def2-TZVPD basis set) for a cluster of 9 separate species, C27H27F9O27 in total in a non-equilibrium geometry.

For the energy relative to the best compared isomer or geometry (same formula, charge and spin), the calculation gives 30.3 kcal/mol. The calculation puts the HOMO-LUMO gap at 10.77 eV. As for the largest force on an atom: 0.0501 Eh/bohr. As for the SMILES: O=C1OC[C@@H](F)O1.O=C1OC[C@@H](F)O1.O=C1OC[C@@H](F)O1.O=C1OC[C@@H](F)O1.O=C1OC[C@@H](F)O1.O=C1OC[C@@H](F)O1.O=C1OC[C@@H](F)O1.O=C1OC[C@@H](F)O1.O=C1OC[C@@H](F)O1. The value obtained for the lowest unoccupied orbital energy is 0.0049 Ha.

Last column: Löwdin charge in e.
Positions of all 90 atoms, in Å:
1 O 0.944 -3.407 -0.210  0.171
2 C 0.872 -2.226 -0.291  -0.562
3 O 1.489 -1.443 -1.183  0.071
4 C 1.257 -0.047 -0.870  -0.008
5 C 0.079 -0.110 0.116  -0.277
6 F -1.092 0.225 -0.481  0.046
7 O 0.076 -1.459 0.479  0.147
8 H 2.166 0.398 -0.483  0.104
9 H 0.979 0.369 -1.836  0.141
10 H 0.211 0.514 0.993  0.147
11 O 6.199 -2.631 0.883  0.165
12 C 5.549 -3.400 0.247  -0.552
13 O 4.708 -4.279 0.813  0.067
14 C 4.381 -5.295 -0.130  -0.037
15 C 4.540 -4.514 -1.419  -0.284
16 F 3.469 -3.695 -1.611  0.071
17 O 5.608 -3.643 -1.091  0.131
18 H 5.099 -6.104 -0.006  0.149
19 H 3.340 -5.570 0.030  0.134
20 H 4.683 -5.199 -2.251  0.172
21 O 3.236 2.255 0.784  0.186
22 C 2.940 2.974 -0.113  -0.541
23 O 3.719 3.950 -0.623  0.096
24 C 3.153 4.379 -1.859  -0.042
25 C 1.756 3.795 -1.862  -0.296
26 F 1.592 3.048 -2.982  0.077
27 O 1.747 2.959 -0.729  0.130
28 H 3.221 5.447 -2.050  0.142
29 H 3.755 3.909 -2.641  0.144
30 H 0.952 4.514 -1.735  0.171
31 O 1.891 1.226 4.106  0.174
32 C 2.646 0.607 3.431  -0.551
33 O 3.918 0.348 3.744  0.096
34 C 4.585 -0.200 2.592  -0.034
35 C 3.413 -0.830 1.876  -0.279
36 F 3.192 -2.063 2.454  0.073
37 O 2.339 0.004 2.245  0.082
38 H 5.115 0.605 2.083  0.139
39 H 5.348 -0.905 2.909  0.137
40 H 3.319 -0.890 0.791  0.159
41 O -1.447 2.526 -2.087  0.161
42 C -2.193 3.450 -2.033  -0.569
43 O -3.272 3.557 -1.255  0.044
44 C -4.054 4.652 -1.693  -0.036
45 C -3.087 5.477 -2.542  -0.250
46 F -2.500 6.438 -1.738  0.046
47 O -2.067 4.542 -2.802  0.137
48 H -4.872 4.227 -2.283  0.148
49 H -4.487 5.215 -0.870  0.150
50 H -3.459 5.951 -3.445  0.169
51 O -3.537 1.231 -2.496  0.182
52 C -3.105 0.167 -2.797  -0.540
53 O -2.873 -0.230 -4.059  0.093
54 C -2.268 -1.541 -3.996  -0.016
55 C -2.759 -2.012 -2.622  -0.284
56 F -1.809 -2.868 -2.114  0.057
57 O -2.804 -0.813 -1.931  0.114
58 H -2.455 -2.178 -4.852  0.142
59 H -1.194 -1.355 -3.902  0.145
60 H -3.683 -2.590 -2.694  0.179
61 O 1.384 -7.475 -0.442  0.172
62 C 0.388 -6.868 -0.236  -0.568
63 O -0.728 -6.905 -0.995  0.088
64 C -1.363 -5.645 -0.768  -0.064
65 C -1.063 -5.453 0.712  -0.291
66 F -1.869 -6.204 1.532  0.061
67 O 0.210 -6.046 0.815  0.121
68 H -0.855 -4.839 -1.294  0.110
69 H -2.435 -5.585 -0.925  0.142
70 H -0.985 -4.433 1.080  0.160
71 O -3.311 1.032 4.107  0.136
72 C -3.570 0.929 2.941  -0.546
73 O -3.556 -0.261 2.291  0.098
74 C -3.650 -0.001 0.902  -0.061
75 C -4.171 1.429 0.828  -0.251
76 F -5.543 1.505 0.776  0.062
77 O -3.810 1.930 2.105  0.148
78 H -2.650 0.097 0.464  0.103
79 H -4.167 -0.787 0.363  0.142
80 H -3.708 1.964 0.001  0.137
81 O -2.543 5.782 3.058  0.172
82 C -2.003 4.736 3.198  -0.562
83 O -2.411 3.764 4.019  0.088
84 C -1.384 2.767 4.130  -0.042
85 C -0.623 3.012 2.823  -0.295
86 F -1.029 2.152 1.849  0.072
87 O -0.907 4.341 2.494  0.135
88 H -0.845 2.960 5.059  0.149
89 H -1.715 1.732 4.194  0.105
90 H 0.447 2.907 3.012  0.149

Computed values of DFT total energy (unit: eV) for the preceding records, in sequence: -105286.7482 -310234.4801 -169040.1657 -108177.9366.